No. 1
Molecular formula: C5H3NO
Method: DFT, wB97M-V/def2-TZVPD

XYZ file:
```
10
C5H3NO, DFT wB97M-V/def2-TZVPD
H -2.5945 -0.8076 -0.5187
N 3.0245 -0.6844 -0.1356
C -1.7365 -0.3960 0.0523
O -1.1995 1.4484 0.2064
H 0.7965 2.1719 0.4023
H -0.3763 -1.9338 -0.1442
C 1.9247 -0.3330 -0.0524
C 0.5694 0.0604 0.0239
C -0.5008 -0.8634 -0.0492
C 0.0924 1.3375 0.2152
```

The energy comes out at -322.20124 a.u. As for the multiplicity: 1. The calculation puts the energy above the lowest of the compared OMol25 structures with the same formula, charge and spin at 2.464 eV.


No. 2
Molecular formula: C5H3NO
Method: DFT, wB97M-V/def2-TZVPD

XYZ file:
```
10
C5H3NO, DFT wB97M-V/def2-TZVPD
C 0.0010 0.2895 1.3457
C 0.8479 -1.6932 -1.5272
H -1.2396 1.0352 -1.7429
N -0.3251 0.4049 0.0669
C 0.3535 -0.1427 2.3990
O -1.3413 2.4210 -0.3852
H 0.7123 -0.2480 3.3563
C 0.4525 -0.9482 -0.7035
C -0.9348 1.3391 -0.7400
H 1.4736 -2.4575 -2.0689
```

The energy comes out at -322.08120 a.u. As for the multiplicity: 1. The calculation puts the energy above the lowest of the compared OMol25 structures with the same formula, charge and spin at 5.731 eV. Its SMILES is C#CN(C#C)C=O.


No. 3
Molecular formula: C5H3NO2
Method: DFT, wB97M-V/def2-TZVPD

XYZ file:
```
11
C5H3NO2, DFT wB97M-V/def2-TZVPD
C 1.1550 1.2142 -0.0160
H 2.7044 -1.5814 0.3455
C -0.3065 1.3350 0.0153
O 2.6309 -0.6334 0.2766
O 0.3396 -0.8884 -0.3161
C 1.4703 -0.1655 -0.0426
H -1.0973 2.0862 0.3784
H 1.9561 1.9171 -0.0938
C -0.7972 0.0534 -0.2935
N -3.3266 -0.4577 0.3083
C -2.1950 -0.2777 -0.0753
```

The energy comes out at -397.47650 a.u. As for the multiplicity: 1. The calculation puts the energy above the lowest of the compared OMol25 structures with the same formula, charge and spin at 1.528 eV. Its SMILES is N#Cc1ccc(O)o1.